(1)
This record from the OMol25 dataset describes C11H8AsF3N2O4S7Tc as an isolated structure. The level of theory is ωB97M-V/def2-TZVPD.

Results
Highest occupied orbital energy (alpha / beta): -7.827 / -7.513 eV
Energy above the lowest of the compared OMol25 structures with the same formula, charge and spin: 10.1 kcal per mole
Multiplicity: 2
LUMO energy (alpha / beta): -1.5 / -1.5 eV

Each line ends with the Löwdin spin population.
Atoms and positions in Å:
1 Tc 12.2805 8.0519 7.5016  0.90
2 F 11.8456 4.8914 11.5803  0.00
3 C 12.8731 5.6162 12.0445  0.00
4 F 12.4100 6.5024 12.9402  0.00
5 F 13.6644 4.7887 12.7460  0.00
6 C 13.6496 6.2885 10.9601  0.01
7 C 15.0362 6.1902 11.0037  0.00
8 C 15.7811 6.8255 10.0315  0.01
9 C 15.1158 7.5047 9.0110  0.00
10 N 13.7933 7.5806 8.9340  0.00
11 C 13.0423 6.9971 9.9142  0.00
12 S 11.3575 7.2403 9.4869  0.05
13 H 15.5228 5.6380 11.7966  0.00
14 H 16.8634 6.7286 10.0630  0.00
15 H 15.6779 7.9438 8.2084  0.00
16 S 5.6847 8.3009 5.1435  0.00
17 As 7.5464 9.0931 5.4728  0.00
18 S 8.8556 7.5293 6.2418  -0.01
19 S 10.7193 8.4336 5.8472  -0.01
20 S 8.3511 10.9756 5.2800  0.00
21 O 12.3926 10.1388 7.8066  0.03
22 N 11.7949 10.9866 8.5645  0.01
23 C 10.7247 10.6486 9.3209  0.00
24 C 10.0779 11.5817 10.0947  0.00
25 C 10.4950 12.8962 10.0967  0.00
26 C 11.5839 13.2192 9.3280  0.00
27 C 12.2211 12.2699 8.5789  0.00
28 H 10.4490 9.6121 9.2193  0.00
29 H 9.2364 11.2124 10.6830  0.00
30 H 9.9408 13.6506 10.6626  0.00
31 H 11.9496 14.2316 9.2906  0.00
32 H 13.0417 12.4626 7.9329  0.00
33 O 13.7605 7.8577 5.8435  0.02
34 S 13.1710 6.5412 5.4967  0.00
35 O 12.5951 5.9842 6.7568  0.00
36 O 13.9306 5.6891 4.6589  0.00
37 S 11.4511 7.1337 4.3676  0.00

Cartesian forces (eV/Å) of the 6 atoms listed first:
0.90 0.03 0.03
0.03 0.19 0.16
-0.05 -0.08 0.03
-0.43 0.18 -0.02
0.04 -0.37 0.07
0.14 0.05 -0.27

(2)
This record from the OMol25 dataset describes a 2-piece molecular cluster, C8H6NO4S2 overall. The level of theory is ωB97M-V/def2-TZVPD.

Results
Highest occupied orbital energy (alpha / beta): -4.095 / -4.692 eV
Energy above the lowest of the compared OMol25 structures with the same formula, charge and spin: 0.0 kcal per mole
Charge: -1
LUMO energy (alpha / beta): 2.4 / 3.1 eV

Each line ends with the Löwdin charge.
Atoms and positions in Å:
1 C 1.3519 -0.0398 -1.3782  -0.14
2 C 0.8706 1.2519 -1.1565  -0.14
3 C 0.8225 -1.1251 -0.7146  -0.06
4 C -0.1489 1.4935 -0.2559  -0.04
5 C -0.9604 -1.7634 1.0624  -0.09
6 C -0.2086 -0.9153 0.1994  -0.21
7 C -0.6830 0.4122 0.4270  -0.23
8 C -1.8330 -0.9623 1.7450  -0.05
9 N -1.6627 0.3357 1.3717  0.06
10 O -2.9250 0.3736 4.8753  -0.66
11 O -5.2267 1.1511 3.9167  -0.53
12 O -3.2537 2.1556 2.9007  -0.49
13 O -3.0526 -2.0577 5.1852  -0.52
14 S -3.9738 1.8683 4.1343  0.74
15 S -3.4933 -0.9589 4.3391  0.83
16 H 2.1612 -0.1827 -2.0852  0.08
17 H 1.3120 2.0800 -1.6976  0.08
18 H 1.2066 -2.1234 -0.8897  0.10
19 H -0.5122 2.4979 -0.0843  0.10
20 H -0.8516 -2.8281 1.1501  0.08
21 H -2.1819 1.1093 1.7733  0.08

Cartesian forces (eV/Å) of the 6 atoms listed first:
0.25 -0.06 -0.23
0.02 0.22 -0.04
0.01 -0.06 0.02
0.00 0.23 -0.03
-0.25 -0.35 0.19
-0.14 0.48 0.09

(3)
This record from the OMol25 dataset describes C33H58As2MnN4O5P2 as an isolated structure. The level of theory is ωB97M-V/def2-TZVPD.

Results
Highest occupied orbital energy (alpha / beta): -16.467 / -16.468 eV
Energy above the lowest of the compared OMol25 structures with the same formula, charge and spin: 1.3 kcal per mole
Multiplicity: 5
Charge: +3
LUMO energy (alpha / beta): -9.7 / -7.7 eV

Each line ends with the Löwdin spin population.
Atoms and positions in Å:
1 Mn 0.6724 -0.1917 -0.5939  4.00
2 C 0.3317 4.6913 1.4497  0.00
3 N 0.8125 3.3639 1.0308  0.00
4 C 1.8516 2.8102 1.8959  0.00
5 P 0.6484 2.9967 -0.5386  0.01
6 O 1.2911 1.6412 -0.8230  0.03
7 O -0.9300 2.9741 -0.7808  0.00
8 P -1.8396 1.7497 -1.3322  0.01
9 O -1.1715 0.4388 -0.9699  0.04
10 N -3.2281 1.9885 -0.5567  0.00
11 C -4.3111 1.0430 -0.8805  0.00
12 C -3.6967 3.2657 -0.0049  0.00
13 N -1.9912 1.8629 -2.9352  0.00
14 C -2.6645 3.0454 -3.4934  0.00
15 C -1.0613 1.2208 -3.8625  0.00
16 N 1.1729 4.0793 -1.6195  0.00
17 C 2.6314 4.2771 -1.6939  0.00
18 C 0.4083 5.2818 -1.9965  0.00
19 H -0.0611 4.6233 2.4634  0.00
20 H -0.4758 5.0342 0.8042  0.00
21 H 1.1371 5.4284 1.4350  0.00
22 H 1.4827 2.8015 2.9219  0.00
23 H 2.7666 3.4072 1.8696  0.00
24 H 2.0841 1.7885 1.6090  0.00
25 H -3.9043 0.0587 -1.1093  0.00
26 H -4.9094 1.3959 -1.7227  0.00
27 H -4.9497 0.9474 -0.0040  0.00
28 H -2.8607 3.8861 0.3016  0.00
29 H -4.3021 3.0504 0.8745  0.00
30 H -4.3155 3.8093 -0.7215  0.00
31 H -3.3642 3.4678 -2.7755  0.00
32 H -3.2263 2.7540 -4.3792  0.00
33 H -1.9354 3.8096 -3.7718  0.00
34 H -0.7125 0.2851 -3.4351  0.00
35 H -0.2140 1.8717 -4.0967  0.00
36 H -1.5912 0.9952 -4.7874  0.00
37 H 3.1522 3.3411 -1.4988  0.00
38 H 2.9699 5.0397 -0.9891  0.00
39 H 2.8853 4.5999 -2.7020  0.00
40 H -0.6600 5.0951 -1.9393  0.00
41 H 0.6575 5.5378 -3.0252  0.00
42 H 0.6641 6.1288 -1.3576  0.00
43 C 3.1099 -3.0899 1.3091  0.00
44 C 3.4882 -2.6241 -0.0917  -0.03
45 As 3.0814 -0.7613 -0.3888  -0.15
46 C 4.0526 0.1933 0.9893  -0.02
47 C 5.5468 -0.1206 0.9224  -0.01
48 C 3.8662 -0.1487 -2.0623  -0.02
49 C 4.8081 -1.1670 -2.6985  -0.01
50 H 3.2989 -4.1595 1.3966  0.00
51 H 2.0579 -2.9175 1.5300  0.00
52 H 3.7098 -2.5943 2.0734  0.00
53 H 2.9969 -3.2018 -0.8724  0.00
54 H 4.5638 -2.6935 -0.2624  -0.01
55 H 3.6283 -0.0858 1.9549  0.00
56 H 3.8553 1.2532 0.8298  0.00
57 H 5.7558 -1.1742 1.1040  0.00
58 H 6.0647 0.4468 1.6955  0.00
59 H 5.9866 0.1581 -0.0353  0.00
60 H 4.3791 0.7812 -1.8105  0.00
61 H 3.0491 0.1135 -2.7329  0.00
62 H 5.6330 -1.4359 -2.0399  0.00
63 H 5.2414 -0.7380 -3.6019  0.00
64 H 4.2892 -2.0826 -2.9833  0.00
65 C 0.6727 -2.9720 -2.4885  0.00
66 O 0.9060 -1.5374 -2.4784  0.04
67 H 1.5176 -3.4792 -2.9519  0.00
68 H -0.2396 -3.1959 -3.0377  0.00
69 H 0.5640 -3.2791 -1.4546  0.00
70 H 1.0424 -1.2573 -3.3905  0.00
71 O 0.1147 -1.6883 0.3069  0.08
72 As -1.1823 -2.1787 1.3326  0.01
73 C -2.4831 -2.9830 0.2373  0.00
74 C -2.6736 -2.4985 -1.0555  0.00
75 C -3.6868 -3.0373 -1.8324  0.00
76 C -4.5040 -4.0364 -1.3133  0.00
77 C -4.3165 -4.5039 -0.0204  0.00
78 C -3.3009 -3.9782 0.7682  0.00
79 C -0.4741 -3.3841 2.5840  0.00
80 C -0.1388 -2.9355 3.8599  0.00
81 C 0.4479 -3.8214 4.7509  0.00
82 C 0.6909 -5.1332 4.3637  0.00
83 C 0.3475 -5.5758 3.0910  0.00
84 C -0.2388 -4.7016 2.1894  0.00
85 C -1.8685 -0.6048 2.1322  0.00
86 C -0.9903 0.3555 2.6331  0.00
87 C -1.5003 1.4994 3.2254  0.00
88 C -2.8762 1.6775 3.3207  0.00
89 C -3.7448 0.7204 2.8179  0.00
90 C -3.2444 -0.4275 2.2160  0.00
91 H -2.0379 -1.7121 -1.4460  0.00
92 H -3.8440 -2.6829 -2.8427  0.00
93 H -5.2935 -4.4533 -1.9241  0.00
94 H -4.9569 -5.2811 0.3736  0.00
95 H -3.1512 -4.3516 1.7740  0.00
96 H -0.3537 -1.9198 4.1685  0.00
97 H 0.6993 -3.4951 5.7507  0.00
98 H 1.1393 -5.8230 5.0662  0.00
99 H 0.5260 -6.6041 2.8077  0.00
100 H -0.5161 -5.0496 1.2013  0.00
101 H 0.0845 0.2018 2.5929  0.00
102 H -0.8307 2.2405 3.6409  0.00
103 H -3.2723 2.5586 3.8087  0.00
104 H -4.8144 0.8564 2.9101  0.00
105 H -3.9255 -1.1753 1.8277  0.00

Cartesian forces (eV/Å) of the 6 atoms listed first:
-0.36 0.13 -0.29
0.00 -0.02 0.04
0.11 0.15 0.14
-0.07 -0.05 0.05
0.04 -0.35 -0.22
-0.03 0.15 0.17

(4)
This record from the OMol25 dataset describes C18H35BrCl2CsF3LiN2NaO3 as an isolated structure. The level of theory is ωB97M-V/def2-TZVPD.

Results
Highest occupied orbital energy: -8.409 eV
Energy above the lowest of the compared OMol25 structures with the same formula, charge and spin: 0.0 kcal per mole
Multiplicity: 2
Charge: +1
LUMO energy: -4.1 eV

Each line ends with the Löwdin spin population.
Atoms and positions in Å:
1 C 0.5081 1.7888 -2.4614  0.00
2 C 1.0629 1.5057 -1.0071  0.00
3 C 1.8864 2.7347 -0.5971  0.00
4 C 2.0687 0.3260 -1.0364  0.00
5 C 1.4569 -1.0451 -0.6917  0.00
6 C 1.9572 -1.4863 0.7146  0.00
7 N 1.9789 -0.4340 1.7450  0.00
8 C 1.9552 -2.1595 -1.6413  0.00
9 C 1.6851 -1.9244 -3.1258  0.01
10 O 0.7918 -2.9465 -3.5956  0.12
11 C 0.1165 -2.4574 -4.7732  0.01
12 C -0.5598 -3.4785 -5.6988  0.00
13 F -1.7375 -2.9536 -6.0980  0.00
14 F -0.8329 -4.6481 -5.1368  0.00
15 F 0.1698 -3.6907 -6.7997  0.00
16 C -0.0700 -0.9883 -0.8248  0.00
17 C -0.8052 0.1593 -0.1083  0.00
18 C -1.1904 -0.3038 1.3230  0.00
19 C -2.1455 0.4537 -0.8396  0.00
20 N 0.0579 1.3365 0.0302  0.00
21 O -0.7054 2.5014 0.2326  0.00
22 H 1.2988 1.5257 -3.1677  0.00
23 H -0.3710 1.2166 -2.7417  0.00
24 H 0.3763 2.8629 -2.6036  0.00
25 H 1.2965 3.6423 -0.6995  0.00
26 H 2.7433 2.8487 -1.2685  0.00
27 H 2.2085 2.6651 0.4395  0.00
28 H 2.8704 0.5638 -0.3361  0.00
29 H 2.5388 0.3131 -2.0236  0.00
30 H 1.3088 -2.3016 1.0629  0.00
31 H 2.9672 -1.8889 0.5931  0.00
32 H 2.9380 -0.3114 2.0523  0.00
33 H 1.4836 -0.7225 2.5911  0.00
34 H 1.4440 -3.0833 -1.3564  0.00
35 H 3.0204 -2.3268 -1.4706  0.00
36 H 2.6227 -2.0223 -3.6848  0.00
37 H 1.2647 -0.9366 -3.3268  0.00
38 H -0.6835 -1.7937 -4.4384  0.00
39 H 0.8576 -1.9135 -5.3605  0.00
40 H -0.3061 -0.8945 -1.8925  0.00
41 H -0.5314 -1.9277 -0.5067  0.00
42 H -2.1651 -0.8030 1.2706  0.00
43 H -1.3070 0.5523 1.9852  0.00
44 H -0.5068 -1.0348 1.7443  0.00
45 H -2.9614 0.6121 -0.1387  0.00
46 H -2.4080 -0.3876 -1.4888  0.00
47 H -2.0837 1.3413 -1.4697  0.00
48 C -1.7941 -1.5704 4.8957  0.00
49 C -0.3242 -1.9071 5.1708  0.00
50 O 0.4874 -1.6696 4.0870  0.00
51 H -2.1880 -2.1705 4.0712  0.00
52 H -2.4162 -1.7629 5.7762  0.00
53 H -1.8969 -0.5159 4.6336  0.00
54 H -0.3219 -2.9725 5.5415  0.00
55 H -0.0348 -1.3429 6.0759  0.00
56 Li 0.7897 -3.5104 3.5839  0.00
57 Cl -4.3980 4.3119 3.0368  0.00
58 C -2.7690 4.9697 3.1925  0.00
59 C -1.6890 3.8811 3.0495  0.00
60 Cl -1.7061 2.7504 4.3970  0.00
61 H -2.6986 5.4785 4.1602  0.00
62 H -2.6453 5.7100 2.4252  0.00
63 H -0.7137 4.3362 3.0290  0.00
64 H -1.8131 3.3103 2.1159  0.00
65 Cs -0.8834 6.0012 2.3984  0.00
66 Br 1.8465 -5.3075 -3.5259  0.85
67 Na -0.3825 4.2045 -1.3328  0.00

Cartesian forces (eV/Å) of the 6 atoms listed first:
0.93 -0.34 0.39
-0.12 0.60 -0.15
0.25 -0.05 -0.55
-0.33 -0.03 0.05
0.18 -0.27 0.27
-0.38 0.45 0.51

(5)
This record from the OMol25 dataset describes a 12-piece molecular cluster, C34H69F6N7O14P overall. The level of theory is ωB97M-V/def2-TZVPD.

Results
Highest occupied orbital energy: -6.892 eV
Energy above the lowest of the compared OMol25 structures with the same formula, charge and spin: 119.5 kcal per mole
Charge: -1
LUMO energy: 1.6 eV

Each line ends with the Löwdin charge.
Atoms and positions in Å:
1 P 1.4019 -0.4746 -1.5740  0.19
2 F 1.3950 0.8979 -2.4496  -0.19
3 F 2.5842 -1.1110 -2.5042  -0.20
4 F 2.6704 0.1286 -0.7716  -0.20
5 F 1.5070 -1.8809 -0.7221  -0.21
6 F 0.2893 0.0692 -0.4466  -0.22
7 F 0.1326 -0.9803 -2.4168  -0.17
8 O 8.7446 -1.2337 0.0823  0.00
9 C 7.5917 -1.0187 -0.3079  -0.60
10 N 6.5441 -1.4519 0.4119  0.16
11 C 7.3243 -0.2989 -1.6059  -0.01
12 H 6.8647 -2.0223 1.1813  0.11
13 H 5.5699 -1.3143 0.1837  0.11
14 H 7.2970 -0.9797 -2.4567  0.08
15 H 7.9540 0.5756 -1.7700  0.08
16 H 6.2919 0.0455 -1.5457  0.07
17 O -2.7575 3.4329 -6.7173  -0.01
18 C -2.0667 2.5040 -7.1486  -0.59
19 N -1.6517 2.5526 -8.4271  0.14
20 C -1.7354 1.2934 -6.2728  0.00
21 H -1.9219 3.2495 -9.1064  0.11
22 H -1.1167 1.8088 -8.8521  0.10
23 H -2.4406 0.5022 -6.5274  0.08
24 H -1.8236 1.5798 -5.2248  0.08
25 H -0.6970 1.0629 -6.5111  0.08
26 O -1.7668 5.4564 -0.1367  0.00
27 C -2.0820 5.2052 -1.3059  -0.61
28 N -1.4288 4.2086 -1.8874  0.16
29 C -2.9526 6.1051 -2.1498  -0.01
30 H -0.7361 3.5888 -1.4922  0.12
31 H -1.6532 3.9598 -2.8402  0.10
32 H -3.0503 5.7700 -3.1824  0.07
33 H -2.5399 7.1102 -2.2369  0.09
34 H -3.9408 6.0623 -1.6919  0.08
35 O 4.3883 5.4980 -6.9784  -0.02
36 C 4.0455 4.6911 -6.0742  -0.62
37 N 2.7985 4.6010 -5.7206  0.16
38 C 5.0395 3.8935 -5.2985  -0.01
39 H 2.5989 4.1676 -4.8304  0.11
40 H 2.1267 5.1423 -6.2458  0.12
41 H 4.7474 3.7154 -4.2636  0.07
42 H 5.9178 4.4961 -5.0670  0.09
43 H 5.1461 2.9111 -5.7584  0.09
44 O 0.2725 -5.6527 -8.0707  0.04
45 C 0.2781 -5.2685 -6.9387  -0.64
46 N 0.0679 -6.1110 -5.9314  0.16
47 C 0.5387 -3.7926 -6.5928  0.00
48 H -0.0692 -5.8057 -4.9785  0.11
49 H -0.1659 -7.0238 -6.2950  0.11
50 H 1.3338 -3.5316 -7.2912  0.07
51 H 1.0215 -3.6241 -5.6301  0.07
52 H -0.2432 -3.0415 -6.7045  0.08
53 O -1.8557 -5.3843 -1.5434  0.04
54 C -2.4602 -5.2344 -0.5212  -0.64
55 N -2.1525 -4.3528 0.4272  0.16
56 C -3.6055 -6.2203 -0.1915  -0.01
57 H -1.4473 -3.6653 0.2031  0.12
58 H -2.4742 -4.4342 1.3811  0.11
59 H -4.4222 -5.7123 0.3213  0.07
60 H -3.1508 -6.9835 0.4401  0.08
61 H -3.8850 -6.5731 -1.1842  0.08
62 C -4.2006 3.2799 7.1542  -0.11
63 C -4.9830 2.0134 7.0838  -0.25
64 N -3.9376 0.9516 6.9975  -0.17
65 C -3.6004 0.4980 5.6214  -0.25
66 C -3.0407 1.5846 4.6961  -0.10
67 C -4.3356 -0.1772 7.8646  -0.30
68 C -3.2768 -1.1854 8.0630  -0.12
69 H -3.5773 3.4278 8.0361  0.08
70 H -4.8856 4.1236 7.0702  0.07
71 H -3.6255 3.4430 6.2427  0.05
72 H -5.5539 1.8782 8.0024  0.10
73 H -5.6852 1.8576 6.2648  0.12
74 H -2.8818 -0.3135 5.5061  0.10
75 H -4.5284 0.1690 5.1537  0.11
76 H -3.8698 2.2495 4.4539  0.07
77 H -2.1640 2.0307 5.1657  0.08
78 H -2.7884 1.1439 3.7316  0.07
79 H -5.2050 -0.6842 7.4461  0.11
80 H -4.6505 0.1094 8.8680  0.11
81 H -2.3300 -0.7341 8.3596  0.09
82 H -3.0496 -1.7622 7.1664  0.06
83 H -3.7220 -1.9818 8.6594  0.08
84 O -8.7559 2.3391 0.1743  0.08
85 C -7.7117 1.9225 -0.3093  -0.50
86 O -6.8247 1.3352 0.4782  0.04
87 C -5.6895 0.8319 -0.2968  -0.13
88 C -6.1473 0.9269 -1.7140  -0.19
89 C -7.1986 1.9873 -1.7459  -0.07
90 H -5.4726 -0.2163 -0.0914  0.13
91 H -4.7680 1.3855 -0.1163  0.13
92 H -6.4956 -0.0333 -2.0946  0.12
93 H -5.2952 1.1022 -2.3706  0.12
94 H -8.0865 1.8707 -2.3674  0.13
95 H -6.7390 2.9746 -1.7913  0.13
96 O 2.7907 -8.1596 -1.8671  0.08
97 C 3.4204 -7.4067 -2.6118  -0.46
98 O 4.0424 -7.8763 -3.6867  0.02
99 C 4.9071 -6.8849 -4.2360  -0.16
100 C 5.0591 -5.7971 -3.2037  -0.15
101 C 3.7307 -5.8981 -2.4457  -0.07
102 H 4.4720 -6.5339 -5.1718  0.13
103 H 5.8108 -7.4840 -4.3480  0.13
104 H 5.0869 -4.7644 -3.5511  0.12
105 H 5.8602 -6.0170 -2.4980  0.12
106 H 2.9751 -5.2927 -2.9463  0.12
107 H 3.6335 -5.5464 -1.4186  0.13
108 O 2.2546 5.5843 6.2707  0.04
109 C 2.5590 5.1510 5.1229  -0.39
110 O 1.8510 4.1392 4.5141  0.01
111 C 2.1234 4.0544 3.1055  -0.16
112 C 2.9362 5.2431 2.7944  -0.17
113 C 3.4647 5.8579 4.1054  -0.06
114 H 1.1891 4.1616 2.5544  0.13
115 H 2.6365 3.1106 2.9206  0.13
116 H 2.3002 5.9675 2.2857  0.12
117 H 3.7826 5.0275 2.1422  0.12
118 H 3.1723 6.9029 4.2079  0.12
119 H 4.5169 5.8407 4.3894  0.12
120 O 0.6549 -3.7948 4.9213  0.10
121 C 1.5690 -3.0238 5.1823  -0.46
122 O 2.4966 -3.2801 6.1709  0.03
123 C 3.0823 -2.0468 6.5370  -0.19
124 C 2.5958 -0.9880 5.5910  -0.16
125 C 1.9111 -1.7761 4.5005  -0.08
126 H 4.1638 -2.0449 6.4019  0.12
127 H 2.8442 -1.8358 7.5796  0.13
128 H 3.4760 -0.4536 5.2334  0.11
129 H 1.9625 -0.2342 6.0588  0.12
130 H 2.5609 -2.0364 3.6649  0.14
131 H 0.9939 -1.3200 4.1281  0.14

Cartesian forces (eV/Å) of the 6 atoms listed first:
0.57 -0.44 1.19
-0.42 -0.08 0.21
-1.09 -0.28 -1.56
-0.45 0.68 1.51
-0.59 0.53 -0.12
1.38 0.28 -0.75

These records have maximum force values of 1.40; 1.06; 0.48; 16.81; 4.79 eV/A, in the order they appear.
These records have calculated total energy values of -6237.94593; -1460.53773; -8192.09306; -5025.47851; -3714.48675 hartree, in the order they appear.